# C21H18BrO6S3

2 unconnected molecules or ions with the total composition C21H18BrO6S3 in a non-equilibrium geometry (ωB97M-V/def2-TZVPD, OMol25).

Geometry as XYZ:
```
49
Properties=species:S:1:pos:R:3:forces:R:3:mulliken_charge:R:1
C 1.88429 3.50246 2.68315 -0.004 0.260 -0.026 -0.40
C 0.64434 2.91513 2.83536 -0.158 0.046 0.028 -0.67
C 0.54943 1.54959 3.01095 -0.744 -0.222 0.059 -0.03
C 1.68819 0.78111 3.02676 -0.327 -0.482 0.213 0.06
S 1.58705 -0.99413 3.24361 -0.465 -0.337 2.657 1.26
C 1.94971 -1.58202 1.58582 -0.929 0.081 0.447 0.23
C 2.91464 -2.45374 1.46003 0.584 -0.545 0.003 -0.90
S 1.07968 -1.05435 0.11322 -2.899 0.503 -2.041 1.21
C 2.44178 -0.27970 -0.77318 -0.394 -0.237 0.087 0.10
C 2.69444 1.05683 -0.57984 -0.360 0.488 0.482 -0.23
C 3.74256 1.66819 -1.23681 0.038 0.161 0.112 -0.83
C 4.53414 0.93739 -2.09698 0.198 0.097 -0.120 -0.37
C 4.26616 -0.39953 -2.31006 0.061 -0.179 -0.021 -0.74
C 3.21776 -1.00635 -1.64667 -0.004 -0.630 -0.160 -0.23
O 0.65949 -2.26362 -0.68285 1.460 3.148 2.589 -0.64
O 0.14037 0.07002 0.46605 2.286 -3.151 -0.544 -0.58
O 2.81318 -1.34826 4.05796 -3.069 0.397 -1.824 -0.71
O 0.19446 -1.36724 3.68584 3.849 0.849 -1.309 -0.67
C 2.92342 1.36528 2.89337 0.728 -0.302 0.016 -0.40
C 3.02651 2.72888 2.71712 0.206 0.034 -0.042 -0.60
H 1.96103 4.56878 2.54668 0.010 0.180 -0.039 0.39
H -0.25190 3.51491 2.81432 -0.090 0.045 -0.006 0.41
H -0.40907 1.07106 3.13092 -0.134 -0.069 -0.055 0.45
H 3.18121 -2.85191 0.49868 0.008 -0.155 -0.277 0.27
H 3.46701 -2.77966 2.32366 0.133 -0.039 0.211 0.41
H 2.06063 1.61817 0.08682 -0.121 0.121 0.091 0.60
H 3.94390 2.71336 -1.06426 -0.014 0.148 -0.004 0.43
H 5.35970 1.41058 -2.60345 0.116 0.072 -0.105 0.39
H 4.87573 -0.97662 -2.98589 0.055 -0.083 -0.120 0.40
H 2.99473 -2.04743 -1.81092 -0.097 -0.184 -0.104 0.47
H 3.80420 0.74697 2.94534 0.190 -0.081 -0.030 0.44
H 3.99934 3.17999 2.60354 0.121 0.065 0.007 0.43
Br -2.96207 -3.25967 -0.62855 -0.161 -0.401 0.192 -0.26
C -2.18444 -2.13068 -1.89447 -1.125 1.320 -2.774 -0.63
S -3.15928 -1.53348 -3.26364 2.302 -2.055 1.883 0.98
C -4.49520 -0.82535 -2.29040 0.100 -0.112 -1.376 0.12
C -5.59175 -1.58642 -1.96153 -0.230 -0.587 -0.076 -0.17
C -6.59903 -1.04660 -1.18805 -0.042 -0.035 0.170 -0.51
C -6.50861 0.25907 -0.75419 -0.412 0.032 0.248 -0.37
C -5.41825 1.02694 -1.10490 0.294 0.091 -0.026 -0.52
C -4.41065 0.48073 -1.87326 0.202 0.639 0.059 -0.50
O -2.41692 -0.40353 -3.93367 -1.595 -2.188 0.770 -0.72
O -3.73188 -2.70838 -4.02204 0.611 2.905 0.817 -0.70
H -1.18146 -1.80281 -1.74005 -0.008 0.240 -0.076 0.45
H -5.65357 -2.60359 -2.31123 0.023 -0.120 -0.118 0.41
H -7.44430 -1.65376 -0.91036 -0.192 -0.118 0.038 0.36
H -7.28525 0.67665 -0.13426 -0.184 0.096 0.098 0.35
H -5.34194 2.04799 -0.77137 0.003 0.240 0.062 0.36
H -3.55350 1.06875 -2.15633 0.182 0.058 -0.065 0.39
```
Forces are in eV/Å.

Values from the calculation:
E_tot ... -136898.283 eV
HOMO energy ... -2.29 eV
Gap between HOMO and LUMO ... 3.719 eV
Charge ... -1